# 1
Formula: C31H51Br2F2N3O11PS
Source: the OMol25 dataset
Level of theory: ωB97M-V/def2-TZVPD

Positions of all 102 atoms, in Å:
H -3.13 0.04 4.89
H -1.18 6.07 1.33
H 4.99 4.36 -2.42
C 2.16 4.56 -2.09
C 3.31 2.91 -6.62
H -5.35 7.00 4.23
H -5.88 3.76 6.19
C 2.16 -2.95 -7.08
C 3.21 5.55 -2.52
H -0.08 7.99 2.85
O 2.93 6.52 -3.23
C 1.05 -8.17 7.19
H 1.68 -9.15 8.98
C 2.93 -2.05 -1.61
C -0.14 -2.06 0.17
H -0.86 -5.60 -3.53
H 0.27 -7.27 5.41
Br 4.21 -4.97 -5.76
O 3.02 -2.42 -0.33
C -4.99 6.09 3.75
O 1.86 0.55 -0.23
H -4.54 -1.05 5.04
H 0.49 7.50 4.46
C -0.58 -1.30 -1.21
H -0.18 -8.98 5.64
Br 2.05 -5.29 -3.15
C 3.58 2.69 -5.15
C 1.14 -4.36 3.73
O 0.69 -3.37 2.70
C -5.62 4.89 4.39
P -0.11 -3.10 -4.46
C -2.41 -4.99 -5.09
N 1.96 -1.05 -2.20
O -0.88 5.40 4.33
H 2.42 3.57 -2.47
H 3.58 5.02 -6.78
H 0.43 0.35 -3.83
H -4.69 1.90 3.74
O -6.32 4.11 3.75
H -5.26 6.12 2.69
C 3.94 4.11 -7.26
O 2.08 -7.50 7.13
H -3.90 6.02 3.82
C -1.15 -4.74 -4.29
N -0.08 -5.23 4.11
H -0.07 -8.88 8.87
H 5.27 6.12 -2.43
C -0.03 -8.02 6.15
C 2.50 -3.91 -5.80
H 0.31 5.09 1.50
C -5.24 1.07 3.28
C -3.74 -0.71 4.38
H 3.06 1.79 -4.82
H -4.29 4.54 6.03
C 0.82 -9.16 8.30
H -1.42 -2.48 -4.28
H -0.96 -7.69 6.62
H 3.67 4.14 -8.32
H -6.11 0.80 3.90
H 5.03 4.05 -7.19
H -1.63 -1.73 -1.58
C 0.56 -1.60 -2.34
H 3.05 -3.03 -7.86
F 2.31 1.47 -2.43
O -4.09 -0.59 2.02
H 2.21 -1.82 -6.69
F 3.95 -2.64 -2.55
H 0.54 -1.40 0.90
H 4.65 5.34 -0.95
H 3.20 3.54 -4.58
C -0.03 -0.71 -3.63
C -0.65 5.35 1.95
C 2.01 0.30 -1.53
H -3.11 -1.56 4.12
H 1.20 4.85 -2.51
H 0.70 -10.16 7.88
H 4.65 2.56 -4.98
H -0.49 -3.23 -5.87
C 1.55 -4.01 -4.66
C 4.62 5.32 -2.04
H -1.19 -0.44 -3.57
H -5.73 5.52 6.43
C -4.33 -0.12 3.13
S -1.57 -2.69 1.22
C -0.42 5.93 3.32
C -0.72 -3.75 2.54
H -2.34 -5.16 -6.24
C 0.40 7.19 3.41
H -1.26 4.44 2.04
C -5.36 4.67 5.86
H -3.47 -5.11 -4.57
O 0.37 -3.03 -2.75
H 2.24 -4.40 4.13
H -5.59 1.39 2.30
O 2.61 2.13 -7.26
N -1.24 -4.88 3.40
H 0.49 -3.03 -0.12
H 1.41 7.01 3.02
H 1.10 -3.11 -7.56
O 0.44 -1.48 -4.79
H 2.09 4.55 -1.00
H -0.71 -0.15 -0.99

Summary:
energy	-225595.27507	eV
charge	-1
gap between HOMO and LUMO	5.198	eV

---

# 2
Formula: C2H5PS
Source: the OMol25 dataset
Level of theory: ωB97M-V/def2-TZVPD

Positions of all 9 atoms, in Å:
C 0.63 0.47 -0.20
H -2.03 0.82 0.08
P 1.21 -1.13 0.35
H -1.61 -1.00 -0.07
H 1.03 -0.52 1.62
C -1.62 0.07 -0.61
S -0.37 0.54 -1.70
H 2.51 -0.50 0.12
H 0.26 1.24 0.40

Summary:
energy	-22274.38475	eV
energy relative to the best compared isomer or geometry (same formula, charge and spin)	3.519	eV
gap between HOMO and LUMO	8.061	eV